Entry 1:
# C29H44FeN7O5P2

C29H44FeN7O5P2 as an isolated structure at a distorted geometry (ωB97M-V/def2-TZVPD, the Open Molecules 2025 dataset).

Atoms and positions in Å:
Fe -0.200 0.332 -0.124
P 1.080 0.671 2.955
P 2.863 -0.541 1.061
O 1.980 0.039 0.006
O 0.004 0.223 2.019
O -0.913 2.287 -0.366
O 2.536 0.144 2.502
O -2.338 0.725 -0.727
N -0.705 -1.226 -2.569
N 0.909 -0.042 4.422
N 2.670 -2.150 1.325
N 4.431 -0.235 0.768
N 0.015 -0.286 -2.199
N -1.233 -1.636 -0.313
N 1.255 2.310 3.010
C -4.543 2.641 -0.526
C 2.453 -2.721 2.654
C -3.789 5.320 -0.643
C -0.442 -0.294 4.931
C -2.630 -3.467 0.277
C 1.273 1.686 -2.693
C -2.820 4.353 -0.843
C 2.557 2.927 3.258
C 0.261 0.450 -4.521
C -6.114 6.068 -0.049
C 1.887 0.261 5.467
C 1.779 2.597 -3.596
C 0.319 3.171 2.288
C 5.475 -0.813 1.609
C 0.500 0.611 -3.149
C -2.130 1.968 -0.621
C -3.178 2.991 -0.700
C -2.628 -3.909 -1.039
C 4.838 0.938 -0.006
C -1.913 -2.323 0.594
C -1.942 -3.179 -1.995
C -1.268 -2.029 -1.601
C -5.107 5.000 -0.337
C 2.093 -2.932 0.230
C -1.442 4.820 -1.230
C 0.786 1.360 -5.413
C -5.468 3.655 -0.343
C 1.538 2.438 -4.956
C -5.051 1.227 -0.546
H -0.329 -0.390 -4.857
H -6.860 5.720 0.663
H -4.902 0.800 -1.539
H 5.813 -0.097 2.362
H 1.605 1.149 6.040
H 2.424 3.819 3.870
H 3.034 3.221 2.317
H 0.174 4.093 2.850
H 1.937 3.156 -5.659
H -6.510 3.389 -0.209
H -1.924 -3.469 -3.036
H 2.873 0.411 5.032
H -3.504 6.363 -0.725
H 1.004 -3.009 0.323
H 1.389 -2.759 2.910
H -4.509 0.591 0.150
H -3.188 -3.991 1.039
H 5.590 0.642 -0.739
H -0.439 -1.226 5.497
H 0.695 3.426 1.291
H -3.171 -4.801 -1.316
H -1.516 5.743 -1.802
H 2.518 -3.935 0.242
H -0.910 4.083 -1.824
H -6.641 6.349 -0.963
H -0.640 2.674 2.173
H 3.218 2.239 3.777
H -6.112 1.198 -0.309
H -1.136 -0.389 4.099
H -1.889 -1.933 1.605
H 1.940 -0.587 6.150
H 2.853 -3.735 2.665
H 2.332 -2.465 -0.725
H 5.271 1.705 0.642
H 1.466 1.789 -1.631
H -5.633 6.963 0.342
H 5.106 -1.709 2.104
H 0.608 1.240 -6.473
H 3.980 1.349 -0.531
H -0.780 0.509 5.592
H 2.970 -2.136 3.410
H -0.838 5.028 -0.343
H 2.371 3.434 -3.250
H 6.326 -1.087 0.986

Computed properties:
Multiplicity   6
Relative energy (zero: lowest compared OMol25 entry of this formula, charge and spin)   52.8 kJ/mol
LUMO energy (spin up / spin down)   -6.903 / -7.517 eV
Highest occupied orbital energy (spin up / spin down)   -0.4852 / -0.4852 Ha
Net charge   +2
DFT total energy   -104412.66665 eV
Orbital gap (spin up / spin down)   6.30 / 5.68 eV

Atom charges from the Mulliken analysis, given in e for atoms 1 to 8:
1. Fe 2.645
2. P -0.641
3. P -0.513
4. O -0.706
5. O -1.005
6. O -0.768
7. O 0.352
8. O -0.696

---

Entry 2:
# C29H44IrNO2P3S

C29H44IrNO2P3S as an isolated structure at a distorted geometry (ωB97M-V/def2-TZVPD, the Open Molecules 2025 dataset).

Atoms and positions in Å:
Ir -0.660 0.730 -1.978
S -0.665 -0.697 2.475
P 2.913 -0.500 -1.051
P -1.429 3.070 -1.630
P -2.461 -1.585 -0.901
O -2.453 0.899 0.460
O 1.302 1.700 0.134
N -0.093 -0.502 1.023
C 1.019 1.392 5.540
C 0.872 2.710 5.108
C -1.617 3.911 -0.057
C -0.101 4.064 -2.421
C -3.049 3.188 -2.453
C 3.561 -1.982 -1.879
C 0.497 1.229 -0.564
C 1.595 -2.124 3.238
C -1.373 -3.021 -1.122
C 0.582 1.219 -3.816
C 3.763 -0.533 0.563
C -3.288 -1.884 0.651
C -3.825 -1.392 -2.060
C -0.534 -3.270 3.444
C 0.152 2.995 3.929
C -0.808 1.362 -4.098
C 0.300 -1.116 -3.388
C -0.149 0.613 3.577
C 0.198 -2.107 3.168
C -1.997 0.550 -0.583
C 2.269 -3.290 3.642
C -1.072 -1.003 -3.606
C 0.479 0.356 4.789
C 0.127 -4.432 3.853
C -0.359 1.936 3.160
C -1.640 0.226 -3.972
C 1.139 -0.053 -3.662
C 3.914 0.835 -1.847
C 1.530 -4.444 3.959
H -3.679 -0.966 1.098
H 2.998 -2.841 -1.482
H -2.621 -2.396 1.351
H -0.949 2.109 2.251
H -1.818 4.974 -0.257
H 4.852 -0.525 0.409
H 2.211 -0.192 -3.683
H 2.152 -1.226 2.975
H 0.601 -0.669 5.085
H -4.617 -2.054 -1.691
H 3.495 1.084 -2.833
H -2.005 -3.797 -1.584
H 4.633 -2.080 -1.672
H -1.687 -1.886 -3.485
H -0.694 3.842 0.530
H 3.364 -3.272 3.739
H -0.245 5.111 -2.111
H -1.230 2.332 -4.341
H 3.380 -1.911 -2.960
H -4.114 -2.531 0.342
H -2.718 0.336 -4.049
H -2.434 3.488 0.537
H 3.470 -1.434 1.120
H -3.822 3.087 -1.680
H -3.127 4.165 -2.941
H -1.035 -3.348 -0.124
H 3.471 0.353 1.148
H -4.170 -0.352 -2.025
H 1.544 1.170 6.460
H -3.181 2.387 -3.190
H -0.459 -5.318 4.118
H 0.859 3.699 -2.018
H 0.697 -1.132 0.901
H 1.262 3.542 5.698
H -3.546 -1.650 -3.084
H -1.611 -3.240 3.312
H -0.104 3.939 -3.514
H -0.507 -2.802 -1.760
H 3.889 1.740 -1.216
H 0.704 -2.073 -3.082
H -0.076 4.033 3.622
H 4.957 0.494 -1.962
H 1.221 2.100 -3.902
H 2.048 -5.341 4.322

Computed properties:
Multiplicity   6
Relative energy (zero: lowest compared OMol25 entry of this formula, charge and spin)   61.1 kJ/mol
LUMO energy (spin up / spin down)   -11.047 / -14.723 eV
Highest occupied orbital energy (spin up / spin down)   -0.6231 / -0.7166 Ha
Net charge   +4
DFT total energy   -77865.38953 eV
Orbital gap (spin up / spin down)   5.91 / 4.78 eV

Atom charges from the Mulliken analysis, given in e for atoms 1 to 8:
1. Ir 3.005
2. S 0.470
3. P 0.826
4. P 0.534
5. P 0.755
6. O -0.351
7. O -0.423
8. N 0.283

---

> What is the formula in the first record?

C29H44FeN7O5P2

---

> Look up the relative energy (zero: lowest compared OMol25 entry of this formula, charge and spin) of the first one.

52.8 kJ/mol

---

> Among the records above, which one has the lowest DFT total energy?

C29H44FeN7O5P2